[1]
C22H21F3NOPtSTe5 | the ωB97M-V functional and the def2-TZVPD basis

Element x y z (Å)
Pt: 0.409 -1.444 -0.231
Te: -0.059 -4.009 -1.131
Te: 1.994 -3.745 -2.984
Te: 3.358 -5.666 -1.424
Te: 1.386 -5.952 0.460
F: -0.412 0.513 -5.642
C: -1.206 -0.589 -5.506
F: -2.136 -0.507 -6.503
F: -0.432 -1.640 -5.874
C: -1.929 -0.706 -4.175
C: -3.316 -0.505 -4.255
C: -4.154 -0.460 -3.140
C: -3.495 -0.567 -1.937
N: -2.187 -0.794 -1.792
C: -1.399 -0.834 -2.844
S: 0.355 -1.126 -2.417
H: -3.734 -0.405 -5.254
H: -5.238 -0.382 -3.190
H: -4.048 -0.553 -0.984
C: -0.989 -2.235 3.557
C: 0.412 -1.584 3.672
C: 1.235 -2.028 2.476
O: 0.154 -2.294 1.504
C: -1.200 -2.598 2.100
H: -1.766 -1.510 3.872
H: -1.088 -3.111 4.195
H: 0.894 -1.772 4.629
H: 0.326 -0.511 3.597
H: 1.813 -2.957 2.593
H: 1.865 -1.256 2.030
H: -1.343 -3.687 1.909
H: -1.887 -2.006 1.510
Te: 0.226 1.153 -0.675
C: -0.618 2.033 1.097
C: -1.882 2.610 1.049
C: -2.424 3.198 2.196
C: -1.741 3.155 3.389
C: -0.477 2.589 3.436
C: 0.069 2.033 2.299
C: 2.270 1.784 -0.587
C: 2.728 2.749 -1.506
C: 4.014 3.260 -1.336
C: 4.823 2.815 -0.300
C: 4.376 1.829 0.562
C: 3.132 1.266 0.366
H: -2.412 2.675 0.120
H: -3.403 3.663 2.165
H: -2.186 3.606 4.305
H: 0.093 2.581 4.383
H: 1.099 1.676 2.347
H: 2.080 3.130 -2.289
H: 4.389 4.013 -2.008
H: 5.828 3.243 -0.171
H: 5.014 1.442 1.366
H: 2.817 0.416 0.975

As for the spin multiplicity: 5. As for the total charge: +1. Its total energy is -85383.560 eV. The expectation value of S² is 6.02. The largest force on an atom comes out at 3.7 eV Å⁻¹. The calculation puts the LUMO energy (alpha / beta) at -3.564 / -5.718 eV. The value obtained for the energy above the lowest of the compared OMol25 structures with the same formula, charge and spin is 0.7 kcal/mol.

---

[2]
C6H9Cl2N2 | the ωB97M-V functional and the def2-TZVPD basis

Element x y z (Å)
C: 0.140 -1.362 -0.278
C: -0.039 1.583 -0.122
C: -1.002 -0.693 -0.154
C: -1.149 0.763 -0.085
C: 1.448 -0.557 -0.549
C: 1.341 0.926 -0.104
N: 1.654 0.892 1.369
N: -2.311 -1.417 -0.157
Cl: -2.755 1.403 0.198
Cl: 2.340 1.933 -1.236
H: 0.185 -2.498 -0.473
H: -0.134 2.646 0.163
H: 2.253 -1.054 -0.057
H: 1.615 -0.569 -1.625
H: 2.598 0.644 1.553
H: 1.451 1.829 1.859
H: -2.862 -0.733 -0.637
H: -2.511 -1.392 0.893
H: -2.262 -2.342 -0.559

As for the total charge: +1. Its total energy is -34384.948 eV. The largest force on an atom comes out at 3.6 eV Å⁻¹. Its SMILES is N[C@]1(Cl)C=C(Cl)C([NH3+])=CC1. The calculation puts the LUMO energy at -3.967 eV. The value obtained for the energy above the lowest of the compared OMol25 structures with the same formula, charge and spin is 1.1 kcal/mol.

---

[3]
C5H5N | the ωB97M-V functional and the def2-TZVPD basis

Element x y z (Å)
C: -1.314 -1.083 -1.437
C: -0.785 -0.364 1.010
C: 0.286 0.063 0.376
C: -0.871 -0.177 -0.461
C: 1.644 0.712 0.348
N: -1.807 -1.834 -2.128
H: -1.252 -0.730 1.964
H: -1.953 0.937 -0.878
H: 1.857 1.586 -0.253
H: 2.312 -0.148 -0.034
H: 1.881 1.036 1.491

As for the total charge: 0. Its total energy is -6750.773 eV. The largest force on an atom comes out at 5.5 eV Å⁻¹. The calculation puts the LUMO energy at 0.613 eV. The value obtained for the energy above the lowest of the compared OMol25 structures with the same formula, charge and spin is 118.4 kcal/mol.

---

[4]
C24H76N20O12 | the ωB97M-V functional and the def2-TZVPD basis

Element x y z (Å)
C: 2.337 0.070 -7.590
O: 2.802 1.176 -7.501
N: 2.539 -0.671 -8.604
N: 1.860 -0.685 -6.675
H: 3.283 -0.389 -9.226
H: 2.209 -1.615 -8.748
H: 1.662 -0.197 -5.813
H: 1.885 -1.693 -6.731
C: -2.667 -8.701 5.197
O: -3.394 -9.099 4.271
N: -1.402 -8.537 5.173
N: -3.159 -8.286 6.331
H: -0.848 -8.473 6.014
H: -0.912 -8.719 4.309
H: -4.126 -8.419 6.588
H: -2.530 -7.824 6.972
C: -3.583 10.484 3.344
O: -3.053 10.960 4.345
N: -3.044 9.816 2.393
N: -4.789 10.921 3.055
H: -3.337 10.213 1.512
H: -2.124 9.430 2.550
H: -5.146 10.848 2.114
H: -5.275 11.361 3.823
C: 3.870 -3.377 9.117
O: 3.210 -3.255 10.116
N: 4.875 -2.656 8.757
N: 3.607 -4.189 8.202
H: 4.902 -1.810 9.308
H: 5.372 -2.711 7.880
H: 4.301 -4.402 7.499
H: 2.774 -4.760 8.207
C: 6.772 5.698 -5.048
O: 7.340 6.725 -4.673
N: 6.456 4.706 -4.192
N: 6.157 5.613 -6.172
H: 5.666 4.105 -4.376
H: 6.740 4.697 -3.223
H: 6.050 6.401 -6.795
H: 5.691 4.766 -6.465
C: 2.257 7.152 5.621
O: 2.955 8.044 5.219
N: 2.559 5.877 5.652
N: 1.030 7.312 5.941
H: 1.848 5.229 5.959
H: 3.396 5.464 5.267
H: 0.695 8.260 6.040
H: 0.463 6.515 6.189
C: -1.146 6.672 -4.395
O: -1.978 5.817 -4.127
N: -0.005 6.505 -4.925
N: -1.358 7.930 -4.167
H: 0.480 7.380 -4.788
H: 0.348 5.566 -5.040
H: -2.216 8.153 -3.684
H: -0.673 8.673 -4.139
C: 7.170 0.980 1.256
O: 6.725 1.629 2.136
N: 8.150 1.314 0.452
N: 6.854 -0.309 1.059
H: 8.256 2.316 0.385
H: 8.500 0.565 -0.129
H: 6.111 -0.788 1.548
H: 7.518 -0.815 0.491
C: 4.182 -9.113 -0.163
C: 3.784 -10.126 -1.259
C: 2.395 -10.696 -1.245
O: 2.020 -11.020 0.049
C: 2.362 -12.327 0.542
N: 3.899 -9.403 -2.554
H: 4.010 -9.600 0.797
H: 3.650 -8.162 -0.152
H: 5.227 -8.876 -0.362
H: 4.533 -10.918 -1.274
H: 2.274 -11.436 -2.036
H: 1.632 -9.951 -1.473
H: 3.200 -12.770 0.003
H: 1.542 -13.039 0.455
H: 2.553 -12.258 1.613
H: 4.859 -9.095 -2.507
H: 3.780 -10.143 -3.230
C: 1.018 2.730 0.441
C: 1.188 1.173 0.089
C: 0.793 0.337 1.282
O: 0.988 -1.032 0.901
C: 0.903 -1.970 1.937
N: 0.309 0.822 -1.032
H: 1.447 3.365 -0.333
H: 1.505 2.890 1.403
H: -0.040 2.965 0.556
H: 2.244 1.097 -0.172
H: -0.255 0.465 1.553
H: 1.496 0.622 2.064
H: 0.932 -2.934 1.430
H: -0.044 -1.923 2.474
H: 1.757 -1.879 2.609
H: -0.573 1.315 -1.020
H: 0.075 -0.136 -0.810
C: -3.528 0.108 -8.646
C: -4.594 0.265 -7.597
C: -4.275 -0.398 -6.210
O: -5.249 -0.131 -5.315
C: -5.033 -0.556 -3.924
N: -4.868 1.669 -7.421
H: -2.579 0.519 -8.301
H: -3.824 0.683 -9.524
H: -3.396 -0.933 -8.941
H: -5.557 -0.158 -7.885
H: -3.311 -0.028 -5.858
H: -4.160 -1.481 -6.223
H: -4.755 -1.609 -3.872
H: -5.935 -0.418 -3.328
H: -4.206 -0.044 -3.433
H: -5.647 1.621 -6.780
H: -4.170 1.992 -6.766
C: -6.314 3.534 4.020
C: -6.716 2.578 2.895
C: -7.169 1.093 3.269
O: -6.024 0.346 3.691
C: -6.062 -1.040 3.490
N: -7.912 3.147 2.214
H: -6.417 4.596 3.796
H: -5.250 3.391 4.209
H: -6.909 3.449 4.929
H: -5.917 2.493 2.159
H: -7.653 0.714 2.370
H: -7.970 1.151 4.006
H: -6.755 -1.467 4.215
H: -5.110 -1.439 3.839
H: -6.374 -1.389 2.506
H: -8.412 2.383 1.783
H: -8.504 3.420 2.986

As for the total charge: 0. Its total energy is -80490.207 eV. The largest force on an atom comes out at 9.1 eV Å⁻¹. Its SMILES is COC[C@H](C)N.COC[C@H](C)N.COC[C@H](C)N.COC[C@H](C)N.NC(N)=O.NC(N)=O.NC(N)=O.NC(N)=O.NC(N)=O.NC(N)=O.NC(N)=O.NC(N)=O. The calculation puts the LUMO energy at 0.019 eV. The value obtained for the energy above the lowest of the compared OMol25 structures with the same formula, charge and spin is 239.6 kcal/mol.

---

[5]
C2H23BeO17 | the ωB97M-V functional and the def2-TZVPD basis

Element x y z (Å)
Be: 13.583 -5.494 1.180
C: 11.865 -3.900 0.524
O: 12.526 -4.905 0.230
O: 11.207 -3.253 -0.412
O: 11.834 -3.473 1.654
H: 11.305 -3.733 -1.245
C: 13.454 -6.889 2.482
O: 13.429 -5.622 2.747
O: 13.998 -7.448 3.402
O: 13.813 -6.977 1.279
O: 12.883 -2.835 3.975
H: 13.599 -2.391 3.541
H: 12.271 -2.927 3.247
O: 9.084 -5.661 -1.386
H: 9.087 -6.612 -1.229
H: 8.941 -5.199 -0.563
O: 11.950 -1.878 -2.904
H: 12.419 -1.703 -2.113
H: 11.640 -2.769 -2.787
O: 8.436 -4.377 0.900
H: 7.533 -4.554 0.893
H: 8.509 -3.429 0.836
O: 10.888 -0.871 1.336
H: 11.106 -1.788 1.188
H: 11.567 -0.376 1.806
O: 10.019 -6.312 1.601
H: 9.691 -5.418 1.366
H: 9.887 -6.431 2.535
O: 11.358 -4.634 -2.618
H: 10.619 -5.143 -2.348
H: 11.858 -5.128 -3.282
O: 9.647 -2.930 3.337
H: 10.310 -3.236 2.722
H: 9.552 -3.686 3.810
O: 11.814 -7.630 -1.906
H: 12.188 -6.798 -1.665
H: 11.843 -7.560 -2.877
O: 14.606 -6.253 -1.457
H: 15.144 -6.873 -0.979
H: 15.287 -5.904 -2.096
O: 14.987 -4.483 0.874
H: 14.822 -3.578 1.137
H: 15.631 -4.387 0.182

As for the total charge: -1. Its total energy is -37661.254 eV. The largest force on an atom comes out at 8.1 eV Å⁻¹. The calculation puts the LUMO energy at 1.862 eV. The value obtained for the energy above the lowest of the compared OMol25 structures with the same formula, charge and spin is 34.9 kcal/mol.

---

[6]
C4H7BrSi | the ωB97M-V functional and the def2-TZVPD basis

Element x y z (Å)
C: 2.347 0.304 0.222
C: 3.538 0.284 0.063
C: -0.462 -1.249 -0.223
C: -0.321 1.610 -0.525
Si: 0.611 0.119 0.677
Br: 5.305 -0.143 -0.098
H: 0.310 -1.935 -0.228
H: -1.466 -1.531 -0.168
H: -0.589 -0.911 -1.338
H: 0.254 2.242 -1.215
H: -0.271 2.342 0.186
H: 0.109 0.039 2.079
H: -1.217 1.145 -0.930

As for the total charge: 0. Its total energy is -82177.454 eV. The largest force on an atom comes out at 5.7 eV Å⁻¹. Its SMILES is C[SiH](C)C#CBr. The calculation puts the LUMO energy at 0.329 eV. The value obtained for the energy above the lowest of the compared OMol25 structures with the same formula, charge and spin is 87.0 kcal/mol.

---

[7]
C3H5N3O | the ωB97M-V functional and the def2-TZVPD basis

Element x y z (Å)
C: -1.103 -0.927 1.329
C: -0.435 -0.103 0.273
N: -1.001 0.842 -0.430
N: 0.022 1.294 -1.262
C: 1.153 0.639 -1.065
O: 2.080 1.021 -1.808
N: 0.906 -0.272 -0.078
H: -1.068 -1.997 1.091
H: -2.148 -0.623 1.399
H: -0.636 -0.787 2.312
H: 0.661 1.840 -2.060
H: 1.569 -0.928 0.299

As for the total charge: 0. Its total energy is -9708.222 eV. The largest force on an atom comes out at 3.0 eV Å⁻¹. Its SMILES is Cc1n[nH]c(=O)[nH]1. The calculation puts the LUMO energy at 0.647 eV. The value obtained for the energy above the lowest of the compared OMol25 structures with the same formula, charge and spin is 54.5 kcal/mol.

---

[8]
C29H74BBrIN9O8P | the ωB97M-V functional and the def2-TZVPD basis

Element x y z (Å)
N: 6.084 0.340 -4.346
B: 5.711 -0.963 -4.822
O: 6.414 -1.433 -5.934
C: 4.587 -1.897 -4.155
C: 4.112 -1.736 -2.828
P: 4.702 -0.375 -1.692
O: 4.164 1.033 -2.350
Br: 3.516 -0.532 0.211
C: 3.185 -2.603 -2.312
N: 2.696 -3.598 -3.052
C: 3.070 -3.801 -4.314
I: 2.191 -5.446 -5.289
C: 4.011 -2.963 -4.901
N: 4.368 -3.213 -6.223
H: 6.587 0.220 -3.462
H: 6.807 0.692 -4.974
H: 6.799 -2.310 -5.764
H: 3.589 0.802 -3.095
H: 2.811 -2.525 -1.295
H: 2.024 -4.232 -2.628
H: 3.591 -3.634 -6.729
H: 4.537 -2.338 -6.716
C: 11.027 -5.051 -3.255
C: 10.147 -3.806 -3.290
C: 8.812 -4.018 -4.022
O: 8.905 -4.041 -5.439
C: 9.326 -5.285 -5.983
N: 10.916 -2.699 -3.866
H: 11.527 -5.233 -4.205
H: 11.806 -4.937 -2.502
H: 10.444 -5.939 -2.999
H: 9.906 -3.549 -2.254
H: 8.162 -3.164 -3.793
H: 8.293 -4.914 -3.654
H: 8.951 -6.132 -5.403
H: 10.414 -5.326 -6.051
H: 8.933 -5.354 -6.997
H: 10.373 -1.843 -3.795
H: 10.985 -2.860 -4.868
C: 0.231 0.860 -0.488
C: -0.929 1.699 -1.010
C: -1.809 2.294 0.099
O: -2.694 1.367 0.709
C: -2.107 0.552 1.706
N: -1.711 0.888 -1.952
H: -0.087 -0.128 -0.152
H: 0.969 0.706 -1.278
H: 0.734 1.359 0.343
H: -0.499 2.540 -1.562
H: -2.451 3.054 -0.355
H: -1.208 2.807 0.854
H: -1.336 1.086 2.269
H: -1.690 -0.358 1.267
H: -2.895 0.250 2.397
H: -2.422 1.474 -2.382
H: -2.248 0.220 -1.404
C: -7.086 3.618 2.507
C: -6.394 2.408 1.886
C: -5.999 2.610 0.415
O: -7.074 2.524 -0.504
C: -7.853 3.701 -0.625
N: -7.252 1.232 2.061
H: -8.126 3.708 2.195
H: -7.087 3.534 3.595
H: -6.569 4.545 2.247
H: -5.469 2.241 2.446
H: -5.315 1.803 0.142
H: -5.446 3.549 0.275
H: -7.247 4.605 -0.517
H: -8.667 3.704 0.104
H: -8.303 3.702 -1.619
H: -6.750 0.407 1.741
H: -8.020 1.318 1.399
C: -12.588 0.141 4.060
C: -11.201 0.465 3.510
C: -10.607 -0.649 2.634
O: -10.110 -1.764 3.352
C: -11.092 -2.702 3.751
N: -10.313 0.804 4.626
H: -12.550 -0.556 4.896
H: -13.068 1.050 4.424
H: -13.229 -0.286 3.285
H: -11.303 1.351 2.876
H: -9.745 -0.229 2.110
H: -11.316 -0.976 1.861
H: -11.895 -2.791 3.015
H: -11.504 -2.440 4.728
H: -10.604 -3.673 3.850
H: -9.421 1.120 4.251
H: -10.082 -0.062 5.105
C: -0.340 8.280 0.327
C: 0.045 7.130 -0.598
C: -0.835 5.881 -0.429
O: -0.552 5.107 0.725
C: -1.134 5.595 1.922
N: 1.467 6.824 -0.408
H: 0.003 8.124 1.349
H: 0.111 9.209 -0.022
H: -1.423 8.424 0.347
H: -0.092 7.480 -1.625
H: -0.641 5.218 -1.278
H: -1.902 6.135 -0.467
H: -2.111 6.052 1.745
H: -0.469 6.306 2.414
H: -1.265 4.748 2.598
H: 1.752 6.132 -1.095
H: 1.558 6.337 0.480
C: 3.496 -2.389 5.413
C: 3.504 -2.652 3.910
C: 3.823 -4.109 3.539
O: 5.187 -4.464 3.650
C: 5.619 -4.781 4.964
N: 4.430 -1.713 3.269
H: 4.502 -2.319 5.827
H: 2.998 -1.442 5.626
H: 2.959 -3.174 5.948
H: 2.495 -2.441 3.539
H: 3.573 -4.247 2.482
H: 3.196 -4.812 4.103
H: 4.836 -5.279 5.541
H: 5.958 -3.884 5.486
H: 6.471 -5.455 4.881
H: 4.359 -1.816 2.260
H: 5.375 -2.027 3.479

As for the total charge: +1. Its total energy is -149165.643 eV. The largest force on an atom comes out at 1.9 eV Å⁻¹. The calculation puts the LUMO energy at -4.912 eV.